No. 1
Here is a cluster of 2 separate species, C3H5Cl3S in total at a distorted geometry from the Open Molecules 2025 dataset. Energies are from wB97M-V/def2-TZVPD.

As for the HOMO energy: -8.66 eV. The spin multiplicity is 1. The calculation puts the LUMO energy at 0.511 eV. The calculation puts the energy above the lowest of the compared OMol25 structures with the same formula, charge and spin at 256.62 kJ/mol. The calculation puts the maximum force at 4.38 eV Å⁻¹.

Element x y z (Å)
C  -0.9200  0.2052  -0.0680
C  1.9828  0.1614  0.5762
C  0.2242  -0.6190  -0.4484
S  0.8725  -0.4078  -2.1103
Cl  3.2615  -0.9264  0.2084
Cl  1.9901  1.8195  0.0553
Cl  0.4559  -2.2148  0.2309
H  -1.3543  0.7509  -0.8626
H  -0.6911  0.8118  0.7038
H  -1.8191  -0.3530  0.2728
H  1.9144  -0.0585  1.6297
H  2.0870  -0.9253  -1.5622

No. 2
Here is a structure of composition C21H33BrIrN4O2S from the Open Molecules 2025 dataset. Energies are from wB97M-V/def2-TZVPD.

Its net charge is +2. As for the HOMO energy (alpha / beta): -14.20 / -14.71 eV. The spin multiplicity is 2. The calculation puts the LUMO energy (alpha / beta) at -5.325 / -8.105 eV. The calculation puts the energy above the lowest of the compared OMol25 structures with the same formula, charge and spin at 0.00 kJ/mol. The calculation puts the maximum force at 0.89 eV Å⁻¹.

Element x y z (Å)
Ir  1.6177  -1.5903  -0.5258
N  0.5380  -5.0650  1.3079
C  0.9732  -3.8654  0.9848
O  0.9454  -3.4952  -0.2285
C  1.4949  -2.9071  2.0159
C  2.4058  -1.8810  1.3238
H  0.1425  -5.6663  0.5997
H  0.5465  -5.3846  2.2625
H  1.9790  -3.4235  2.8462
H  0.6147  -2.4012  2.4200
H  3.4335  -2.2358  1.2376
H  2.4195  -0.9463  1.8829
C  -0.9565  5.2959  -0.5913
C  -0.9531  4.7251  0.8395
C  0.2044  5.3498  1.6420
C  -2.2752  5.0802  1.5185
C  -0.7270  3.2315  0.7623
C  0.4640  2.7513  0.1464
C  0.6770  1.4219  0.0829
Br  2.2862  0.7606  -0.7107
C  -0.2295  0.4360  0.6107
O  0.0361  -0.8100  0.5496
C  -1.4549  0.9222  1.2154
C  -1.6301  2.2930  1.2660
C  -2.5669  0.0354  1.7809
C  -2.7389  0.3814  3.2728
C  -3.8690  0.3634  1.0225
C  -2.3468  -1.4766  1.6750
H  -1.1219  6.3721  -0.5415
H  -1.7567  4.8571  -1.1889
H  -0.0090  5.1342  -1.1071
H  0.0469  6.4264  1.7086
H  1.1738  5.1892  1.1682
H  0.2427  4.9493  2.6560
H  -2.3802  6.1641  1.5429
H  -2.3126  4.7264  2.5506
H  -3.1340  4.6825  0.9743
H  1.1862  3.4470  -0.2588
H  -2.5350  2.6653  1.7198
H  -3.0258  1.4208  3.4272
H  -1.8192  0.1941  3.8303
H  -3.5250  -0.2450  3.6951
H  -4.1602  1.4079  1.1232
H  -4.6778  -0.2447  1.4282
H  -3.7730  0.1343  -0.0401
H  -1.4938  -1.8070  2.2677
H  -2.2161  -1.8101  0.6466
H  -3.2335  -1.9675  2.0764
C  0.8632  -2.9752  -5.8506
C  1.9757  -2.0051  -5.4399
C  2.5375  -2.3457  -4.1017
N  2.2417  -1.7566  -2.9989
N  2.8630  -2.3197  -1.9041
C  3.6415  -3.3391  -2.1817
N  4.3227  -4.0333  -1.2649
S  3.6847  -3.6479  -3.8791
H  0.4732  -2.6930  -6.8263
H  0.0430  -2.9528  -5.1336
H  1.2326  -3.9987  -5.9218
H  1.5989  -0.9845  -5.3803
H  2.7779  -2.0162  -6.1794
H  4.2972  -3.7461  -0.3024
H  4.9412  -4.7819  -1.5234

- Which value of maximum force does entry 1 give?
  4.38 eV Å⁻¹

- Which formula does entry 1 have?
  C3H5Cl3S

- Number 2 is which compound?
  C21H33BrIrN4O2S

- Look up the maximum force of the first one.
  4.38 eV Å⁻¹